C40H63GeN3O3SbSe2Tl as an isolated structure. Source: the OMol25 dataset; level of theory: the ωB97M-V functional and the def2-TZVPD basis.

Values from the calculation:
HOMO (spin up / spin down) in eV: -0.20 / -1.38
HOMO-LUMO gap (spin up / spin down) in eV: 4.193 / 5.366
Energy above the lowest of the compared OMol25 structures with the same formula, charge and spin in kJ/mol: 587.0
E in eV: -251549.68823
Total charge: -2

Last column: Löwdin charge in e.
Geometry (Å):
Tl: 0.68906 0.11621 -0.34835  0.893
O: 2.79930 1.56739 -0.37172  -0.249
C: 3.88257 1.04171 0.06712  -0.421
C: 5.15025 1.54333 -0.30492  -0.039
C: 6.32431 0.92034 0.06010  -0.146
C: 6.30289 -0.21153 0.85788  -0.141
C: 5.08650 -0.68492 1.32851  -0.036
C: 3.90127 -0.07426 0.97178  -0.212
C: 1.88299 1.36856 2.24014  0.016
N: 0.78114 1.63875 2.64466  -0.031
N: -0.40793 1.42251 3.00267  0.058
C: -1.41753 1.45255 2.12324  -0.501
O: -1.25020 1.45935 0.86262  -0.332
C: -2.74910 1.52156 2.72397  -0.151
C: -2.98855 1.28945 4.08578  -0.047
C: -4.27029 1.36872 4.58909  -0.117
C: -5.34178 1.69924 3.76822  -0.123
C: -5.11343 1.93774 2.41821  -0.104
C: -3.83821 1.85432 1.90677  -0.051
H: 5.17393 2.42043 -0.93773  0.099
H: 7.27221 1.31829 -0.28496  0.083
H: 7.22276 -0.72670 1.10975  0.078
H: 5.03981 -1.54790 1.97057  0.095
H: 2.73412 2.01375 2.19279  0.080
H: -2.16036 1.02358 4.72686  0.099
H: -4.44952 1.17242 5.63932  0.089
H: -6.34424 1.76414 4.17381  0.084
H: -5.94125 2.18898 1.76754  0.095
H: -3.64515 2.03033 0.85712  0.047
C: 3.23104 -3.19723 3.79855  -0.116
N: 3.30084 -1.84449 3.30496  -0.274
C: 3.02427 -0.87847 4.35312  -0.084
C: 2.51378 -1.68531 2.11203  -0.155
O: 2.66328 -0.50881 1.41449  -0.251
H: 4.03802 -3.36588 4.51707  0.076
H: 3.34794 -3.88366 2.96418  0.082
H: 2.27413 -3.42675 4.29413  0.064
H: 3.73929 -1.01682 5.16785  0.077
H: 2.00377 -0.97356 4.76000  0.087
H: 3.13758 0.12733 3.94830  0.066
H: 1.42979 -1.83926 2.25859  0.101
C: -3.16998 -5.56824 1.28267  -0.160
C: -2.67906 -4.55820 0.26124  -0.557
C: -1.55433 -5.14280 -0.57324  -0.199
Sb: -2.00884 -2.53563 1.00289  1.521
C: -4.08082 -1.70434 1.23636  -0.556
C: -4.39377 -0.97400 -0.05485  -0.190
C: -5.17947 -2.70750 1.53859  -0.159
C: -1.52937 -2.91341 3.17045  -0.566
C: -2.70544 -3.15541 4.09403  -0.158
C: -0.48719 -4.01115 3.29337  -0.173
H: -3.60573 -6.43576 0.77823  0.069
H: -3.92924 -5.14720 1.93513  0.038
H: -2.34675 -5.93058 1.89278  0.052
H: -3.50365 -4.30942 -0.41190  0.069
H: -0.67571 -5.33591 0.03926  0.066
H: -1.27410 -4.45141 -1.36380  -0.008
H: -1.85824 -6.08757 -1.03137  0.072
H: -4.01550 -0.97531 2.04713  0.062
H: -4.42223 -1.66983 -0.89133  0.072
H: -3.63410 -0.22673 -0.26652  -0.003
H: -5.35953 -0.47004 0.01013  0.072
H: -5.25030 -3.44826 0.74464  0.059
H: -6.14205 -2.19392 1.59931  0.070
H: -5.01495 -3.21791 2.48366  0.044
H: -1.05936 -1.96613 3.44918  0.061
H: -3.21187 -4.07937 3.82728  0.051
H: -3.41084 -2.32889 4.04839  0.056
H: -2.36688 -3.25368 5.12941  0.069
H: -0.91613 -4.98806 3.08268  0.050
H: -0.07618 -4.04262 4.30692  0.064
H: 0.33038 -3.83900 2.59574  0.046
C: -1.41868 4.66210 -3.67575  -0.239
Ge: -0.21590 3.06873 -3.51619  0.792
C: 1.11095 3.45432 -2.11411  -0.211
C: 0.66607 2.80278 -5.29636  -0.215
C: -1.35194 1.51738 -3.01964  -0.590
Se: -2.49405 1.97566 -1.49867  0.911
C: -4.09450 2.42078 -2.57916  -0.385
H: -0.84518 5.57765 -3.78144  0.001
H: -2.02120 4.73876 -2.77581  -0.012
H: -2.08529 4.58703 -4.52979  0.002
H: 1.62081 4.39797 -2.29671  0.016
H: 1.85803 2.66921 -2.03613  -0.008
H: 0.61392 3.50565 -1.14850  0.021
H: 1.31925 3.64043 -5.52507  0.001
H: -0.06663 2.71063 -6.09280  0.004
H: 1.26929 1.90173 -5.28636  -0.007
H: -0.74323 0.66208 -2.72740  -0.080
H: -2.01966 1.19540 -3.81588  0.016
H: -3.90149 3.26393 -3.23761  -0.006
H: -4.89857 2.66432 -1.88556  0.006
H: -4.37087 1.54915 -3.16420  0.011
C: 4.98849 -4.66337 -6.04795  -0.082
C: 3.79084 -4.10417 -5.32648  -0.306
C: 3.40595 -4.58420 -4.08402  -0.041
C: 2.29256 -4.08711 -3.42696  -0.323
C: 1.90245 -4.62516 -2.08828  -0.112
C: 1.52768 -3.08492 -4.03187  -0.605
Se: -0.05764 -2.45632 -3.19360  0.491
C: 1.91549 -2.57090 -5.27361  -0.327
C: 1.13958 -1.45749 -5.90346  -0.120
C: 3.03385 -3.09156 -5.90073  -0.046
H: 5.58512 -5.29445 -5.38805  0.062
H: 5.62055 -3.85594 -6.42221  0.066
H: 4.67335 -5.26565 -6.90490  0.066
H: 3.98539 -5.37095 -3.61015  0.101
H: 2.61451 -5.37067 -1.73347  0.066
H: 0.91145 -5.07153 -2.15779  0.047
H: 1.83654 -3.81011 -1.36745  0.062
H: 1.30861 -0.53260 -5.34990  0.060
H: 0.07406 -1.66880 -5.83487  0.026
H: 1.42122 -1.31221 -6.94645  0.063
H: 3.32541 -2.69802 -6.86883  0.103